A:
20
Properties=species:S:1:pos:R:3 method="wB97M-V/def2-TZVPD" spin_multiplicity=1 lumo_ev="0.7 / -0.2" charge=0
C 2.691 0.033 0.479
C 1.829 -0.175 -0.468
C 4.088 0.528 0.044
C -2.203 -1.438 -1.132
C -0.882 1.236 0.283
N -3.241 -0.055 1.376
Si -1.944 -0.339 0.317
H 2.637 -0.030 1.559
H 2.085 0.093 -1.490
H 3.982 1.208 -0.790
H 4.747 -0.307 -0.201
H 4.356 1.130 0.864
H -2.750 -2.295 -0.767
H -2.947 -0.981 -1.857
H -1.183 -1.489 -1.588
H -1.356 1.865 -0.428
H -0.926 1.682 1.284
H 0.174 1.167 -0.039
H -4.117 -0.480 1.547
H -3.350 0.896 1.700

B:
20
Properties=species:S:1:pos:R:3 method="wB97M-V/def2-TZVPD" spin_multiplicity=1 lumo_ev="0.4 / 0.1" charge=0
C -0.309 -1.203 0.564
C -1.863 -1.218 0.673
C -0.125 -1.690 -1.975
C -0.421 3.172 0.380
C 2.472 0.748 0.777
N 0.229 -1.013 -0.793
Si 0.761 0.266 0.182
H 0.099 -2.223 1.079
H -2.242 -0.465 -0.096
H -2.133 -1.060 1.655
H -2.417 -2.189 0.435
H -1.259 -1.461 -2.155
H 0.516 -1.374 -2.839
H -0.318 -2.744 -1.733
H -1.403 2.992 0.275
H 0.010 3.398 1.433
H 0.107 3.692 -0.500
H 2.412 0.935 1.879
H 2.997 -0.138 0.605
H 2.887 1.574 0.159

C:
20
Properties=species:S:1:pos:R:3 method="wB97M-V/def2-TZVPD" spin_multiplicity=1 lumo_ev="0.0 / -0.7" charge=0
C -1.169 0.236 0.948
C -0.501 -0.115 2.201
C 0.832 -2.276 -0.138
C 1.405 1.530 -0.402
C -1.246 1.093 -1.957
N 0.303 -1.212 -0.872
Si -0.110 0.394 -0.616
H -2.182 -0.129 0.859
H 0.452 0.391 2.307
H -1.132 0.087 3.065
H -0.296 -1.199 2.215
H 1.875 -2.135 0.164
H 0.258 -2.462 0.786
H 0.750 -3.185 -0.741
H 2.056 1.163 0.387
H 1.983 1.523 -1.325
H 1.154 2.563 -0.183
H -0.801 0.994 -2.940
H -2.204 0.588 -1.974
H -1.428 2.150 -1.784

Of them, C has the highest stability.

A:
16
Properties=species:S:1:pos:R:3 method="wB97M-V/def2-TZVPD" spin_multiplicity=1 lumo_ev=0.5 charge=0
H -2.647 -0.215 -1.696
N -1.808 -0.736 -1.432
C -1.164 -0.377 -0.425
C -1.203 0.846 0.556
N -0.259 1.911 0.094
N -0.114 -1.293 -0.097
N 1.025 -0.978 0.701
C 2.189 -0.410 0.324
S 2.608 0.377 -0.988
H -2.349 1.149 0.600
H -0.836 0.568 1.545
H 0.705 1.355 0.031
H -0.487 1.980 -0.984
H 0.195 -1.843 -0.940
H 1.246 -1.645 1.558
H 2.899 -0.688 1.151

B:
16
Properties=species:S:1:pos:R:3 method="wB97M-V/def2-TZVPD" spin_multiplicity=1 lumo_ev=0.7 charge=0
C -2.681 1.878 0.932
N -1.791 0.996 0.661
S -0.694 1.364 -0.572
C 0.577 0.208 -0.341
N 1.777 0.534 -0.575
C 2.860 -0.428 -0.507
N 0.137 -1.107 0.001
N -1.136 -1.603 -0.130
H -3.292 1.768 1.833
H -2.826 2.809 0.436
H 3.776 0.049 -0.834
H 2.693 -1.323 -1.158
H 3.008 -0.750 0.542
H 0.804 -1.798 0.295
H -1.738 -1.083 0.497
H -1.473 -1.513 -1.081

C:
16
Properties=species:S:1:pos:R:3 method="wB97M-V/def2-TZVPD" spin_multiplicity=1 lumo_ev=0.9 charge=0
H -3.160 1.652 0.119
N -2.169 1.924 0.082
C -1.447 0.849 -0.042
N -1.832 -0.437 -0.216
N -3.128 -0.791 -0.011
S 0.311 1.161 -0.012
N 0.912 -0.454 0.181
C 2.168 -0.625 0.068
C 3.194 0.411 -0.128
H -1.131 -1.185 -0.096
H -3.363 -1.516 -0.685
H -3.272 -1.255 0.890
H 2.525 -1.632 0.282
H 3.643 0.572 0.871
H 3.980 -0.029 -0.797
H 2.767 1.355 -0.507

Of them, C has the highest stability.